Here is one molecule with the formula C4H9NO2 from the Open Molecules 2025 dataset. Energies are from the ωB97M-V functional and the def2-TZVPD basis.

Each line ends with the natural charge from an NBO analysis.
Positions of all 16 atoms, in Å:
N1 0.1436 0.2313 0.8794  -0.646
H1 -0.0985 0.0768 -1.1130  0.217
C1 1.8781 -0.5189 -0.7752  -0.411
H2 0.6146 0.5839 1.6967  0.397
C2 -1.2035 0.3244 1.0797  0.878
H3 2.8948 -1.2869 -2.4994  0.212
H4 1.8959 -1.4345 -0.1932  0.215
C3 0.7163 0.4100 -0.4604  -0.220
H5 0.9291 1.4731 -0.6380  0.193
H6 1.6845 -0.0654 -2.9084  0.201
C4 1.9032 -0.9083 -2.2531  -0.601
O1 -1.9165 -0.4083 0.1964  -0.694
H7 2.8432 -0.0354 -0.5779  0.195
O2 -1.7398 0.9452 1.9681  -0.641
H8 1.1234 -1.6365 -2.4877  0.205
H9 -2.8351 -0.1620 0.3845  0.500

Its lowest unoccupied orbital energy is 0.823 eV. Its energy above the lowest of the compared OMol25 structures with the same formula, charge and spin is 43.7 kJ/mol.